158
Properties=species:S:1:pos:R:3:forces:R:3 method="wB97M-V/def2-TZVPD" largest_force_ev_per_a=7.06 e_tot_ev=-69871.9049 total_charge=+1 homo_lumo_gap_ev=6.105 e_lumo_ev=-3.19
C 4.587081 2.278033 -1.072711 -1.14 1.90 0.17
C 1.003024 5.434614 -1.235679 0.66 -0.69 -1.42
H 1.773608 -5.996030 -7.097998 0.04 0.01 0.02
H 4.515603 -6.664452 -5.804083 -0.10 0.02 0.07
H 0.617453 -4.022385 6.309019 0.08 0.04 -0.09
N 1.580392 7.012490 4.227578 0.16 -0.44 -0.10
H -0.534413 5.406733 5.532485 -0.03 0.07 -0.07
H 3.313401 -1.784437 -4.992476 0.05 -0.10 0.00
H 1.090946 4.645048 -2.072794 -0.11 1.10 1.05
H -2.420911 -4.553980 -4.705675 -0.13 0.03 -0.07
N 3.629252 -3.946851 -6.624661 0.12 0.06 -0.35
O 4.107029 0.199974 -2.787263 2.05 -0.04 3.24
H -1.609386 -2.594388 1.953833 0.05 -0.08 0.09
C 2.377986 6.246462 -1.240165 0.06 0.34 0.91
H 1.718344 -3.155980 -6.359400 0.29 -0.19 -0.26
H 0.701208 -1.861168 3.837518 0.14 0.09 -0.09
H -0.281489 -5.415074 -1.675248 -0.07 -0.15 -0.22
H 1.286195 4.951714 0.880342 -0.73 -0.63 -0.58
H 2.108487 7.045688 6.254714 -0.06 -0.14 -0.24
H -0.918061 5.795542 3.844748 0.02 0.03 0.04
C -2.587158 -7.189460 -3.519876 -0.12 -0.19 0.08
H 5.651742 4.912022 -1.689737 -1.64 -0.06 -0.21
C -2.092528 0.827267 -1.229245 -1.33 -0.53 -0.96
H -2.023586 -1.849871 6.500993 0.06 -0.16 -0.15
C 0.257940 8.125973 6.112878 -0.10 0.01 0.20
H -4.528300 0.579012 2.141733 -0.20 0.03 -0.05
C 5.214015 -1.365493 -1.296385 0.32 0.32 1.12
H -5.010111 -1.886919 2.746770 -0.01 0.05 0.03
H -1.286682 0.772496 1.432143 0.26 1.12 -1.26
H -0.116936 -0.410860 7.287497 0.01 -0.05 -0.06
H 1.524792 5.156787 3.295596 0.04 0.11 -0.08
H -6.988953 1.191836 5.350491 0.00 -0.04 -0.14
H 5.219397 -3.742807 -5.302405 -0.12 0.03 -0.01
H 1.960158 0.447989 -3.674861 -1.29 0.89 0.19
H 0.436449 8.805762 6.950756 0.00 -0.04 -0.07
H 2.556173 -3.908192 -8.402661 0.00 0.06 0.16
C 1.596374 7.681473 5.524739 0.15 0.37 0.03
C 4.806579 -4.506381 -5.970845 0.07 0.21 0.24
H -0.521800 -7.361305 -2.957018 0.00 0.22 0.03
C 0.040380 3.533982 0.009981 -0.80 -1.72 1.74
H -0.002432 -2.054300 1.453224 0.05 -0.05 0.04
H -2.716454 -3.776160 -2.593455 0.04 -0.05 -0.03
H -1.607759 -0.200236 -1.091547 -0.33 1.65 -0.45
H -0.394096 4.175044 4.292075 0.02 0.06 -0.01
O -0.407003 -0.645905 -3.350117 -0.85 3.85 -0.01
H 0.324927 -2.103080 7.164488 0.06 0.02 -0.07
H -1.763866 -4.049738 5.743187 0.02 0.29 -0.03
C 1.578614 9.117596 2.893189 -0.01 0.06 0.03
H -3.367912 1.867678 -2.730216 1.66 -0.53 -0.47
H 1.149853 1.751511 -4.721910 -0.02 -0.77 1.45
H 4.412066 5.471474 -2.897667 -0.01 -1.05 1.34
H -0.121679 7.860102 3.276905 -0.12 0.05 -0.10
C -0.958664 1.633302 0.778189 2.84 5.85 -2.75
C -1.335959 -4.672746 -4.820347 0.16 0.14 -0.03
C -1.113915 -6.836294 -3.715107 0.11 -0.10 -0.17
H 4.203415 -2.206267 0.580165 1.32 -1.47 -1.82
H -6.754525 -0.692744 6.753794 0.01 0.01 -0.07
H -0.933647 -2.623774 -4.198377 0.03 -0.10 -0.10
C -1.262447 -1.477587 5.806136 -0.10 0.16 -0.08
H -8.766127 0.435520 4.101299 0.01 0.05 -0.06
C -0.325696 0.577248 -3.515248 2.21 -2.11 -0.33
N 0.804755 4.634419 0.022991 -0.27 0.56 -1.23
C 4.628873 -5.791051 -5.162145 0.14 -0.19 0.08
H 1.090201 -3.967421 4.601839 -0.04 0.02 0.02
C -7.034518 0.044593 2.833835 -0.13 0.12 0.09
H 1.368845 9.806870 3.714008 0.05 -0.04 -0.06
C 2.838620 -2.695718 -4.619923 0.06 -0.01 0.08
H 4.999447 2.924336 -0.215503 -0.31 -1.32 -1.16
H 3.583066 1.835867 -0.734259 1.66 0.25 -0.35
H -9.122807 0.330486 2.380019 0.07 -0.02 0.07
H 2.188117 -6.221943 -8.793849 0.02 0.03 0.06
H 0.859403 -0.950866 5.926089 -0.02 -0.04 0.01
N -0.750470 -5.421825 -3.715903 0.17 -0.31 0.10
H -6.804454 0.225579 1.777675 0.25 -0.03 0.11
C 0.031378 -1.231857 6.579703 0.04 0.08 0.24
H 3.369728 4.543775 -0.027923 0.18 1.08 -0.96
H -0.785283 3.346617 -2.070646 -0.07 -0.51 0.49
H -2.908461 -7.031630 -2.490301 -0.05 0.05 -0.05
H -0.121593 -3.886016 -2.465461 -0.04 0.01 -0.13
C -0.769392 -4.768385 -2.412788 0.20 0.28 -0.12
C -0.555568 -2.571165 2.243626 0.04 -0.06 0.02
H -3.241835 -6.622419 -4.184214 0.04 0.01 0.03
C 0.959759 7.745274 3.131903 0.14 0.18 0.21
H 0.316293 -5.400292 5.266499 -0.01 0.07 -0.01
H -5.495261 -1.428544 5.778902 -0.08 -0.06 -0.06
C 4.536794 4.821393 -1.957782 0.50 -0.45 0.32
H 2.661885 9.045794 2.766664 -0.07 -0.04 0.08
H -0.787899 -7.267083 -4.668810 0.00 0.18 -0.02
C -1.067854 -3.780953 4.941585 -0.02 -0.24 -0.32
N -5.957348 0.594554 3.647911 0.43 0.20 -0.15
H 1.925866 -2.405035 -4.091239 0.08 -0.03 0.00
C 2.597654 -5.961285 -7.813263 -0.02 -0.20 -0.17
H 4.311493 6.104981 -0.166896 -1.10 -1.05 -0.71
H -7.168958 -1.397169 5.196470 0.04 0.04 -0.01
H 2.272109 7.159564 -0.546820 0.01 -1.39 -0.92
N -0.682669 3.007436 -1.109597 1.96 1.11 3.63
H -5.288478 1.003553 5.590834 0.06 -0.04 -0.26
H 0.383380 -3.377329 -5.115986 -0.63 -0.04 0.20
H -1.180356 -5.234307 -5.747952 -0.03 -0.22 0.21
C -6.403102 -0.827184 5.726762 0.05 -0.11 0.20
N -1.200116 -2.358491 4.643052 -0.26 0.20 0.23
N -0.130710 2.722764 1.203566 -1.91 -1.41 -3.90
C -2.510186 1.115444 -2.738317 -1.29 -1.75 0.45
H -1.427749 -4.345295 4.074466 0.03 0.11 -0.03
H 3.773892 -5.743482 -4.483898 -0.01 0.02 -0.06
C 4.265692 3.276945 -2.279406 0.02 0.55 -0.62
C 2.495172 -3.645607 -5.761381 0.43 0.04 -0.05
H 0.098433 6.071785 -1.499112 1.12 -0.63 0.65
N -1.242820 1.885908 -0.607381 -1.45 -4.32 3.62
H 6.205658 -1.877853 -1.516178 -0.33 1.67 1.93
H -0.314960 7.285235 6.503926 -0.06 0.06 -0.08
H 1.839840 5.084385 5.001467 0.00 0.21 0.00
H -3.070582 0.789307 -0.624832 1.37 0.17 -0.98
H -2.740470 -8.250048 -3.740182 0.01 0.08 0.00
C -0.703127 -3.301199 -5.020929 -0.05 0.02 0.18
C -0.241417 5.239378 4.496593 -0.12 -0.26 0.05
H -1.964884 -3.653483 -1.006522 0.02 -0.02 -0.01
H -1.087657 -2.844892 -5.937390 -0.03 -0.04 0.03
H 4.124678 -4.637205 -8.539389 0.05 0.03 0.22
C 1.223718 5.597970 4.255288 0.04 0.05 -0.05
H -4.064948 -1.604095 4.221011 0.01 -0.06 -0.08
H -2.961679 0.139876 -3.148519 0.60 1.37 0.80
H -7.123086 -1.042385 2.952492 -0.07 -0.10 -0.05
H 3.158383 3.199542 -2.569098 1.60 -0.19 0.21
C -4.248775 -1.253756 3.206316 0.14 -0.07 0.00
H -8.334654 1.775513 3.020777 0.06 -0.08 0.05
C -4.627784 0.225914 3.176970 -0.08 0.05 -0.09
H 2.237825 8.565146 5.443414 -0.05 -0.05 -0.12
H 3.354242 -2.641892 -1.108436 0.02 2.49 0.93
O -1.412507 1.482894 -3.608422 0.96 -0.66 1.50
C 0.321412 -4.307074 5.299601 0.09 -0.17 0.14
H 2.043040 -4.555564 -5.346721 -0.12 -0.05 0.08
H -0.623602 -0.791305 3.396845 -0.05 0.03 0.32
C 3.632145 5.385379 -0.750013 1.08 0.70 -0.28
C -8.389137 0.687393 3.107343 -0.04 -0.03 0.10
H 3.319185 -6.736728 -7.556660 -0.07 0.00 0.07
C 4.205945 -2.103687 -0.559131 -0.13 0.56 -0.91
H 2.639656 6.690509 -2.263044 -0.80 -0.83 1.32
C 1.136512 1.226064 -3.697786 -1.12 0.93 -0.71
C 4.943104 0.086596 -1.846419 -2.83 -0.83 -4.82
C -6.147570 0.539885 5.093661 -0.31 0.14 0.13
H 3.504844 -3.161577 -3.889080 0.01 0.06 -0.04
H -1.644377 -0.505124 5.470985 0.03 -0.05 -0.15
H -2.710510 -5.165810 -1.493206 -0.06 0.07 -0.09
C -0.362826 -1.842932 3.570906 -0.12 -0.25 -0.06
O 5.568837 1.262208 -1.389751 -1.18 -2.25 0.73
H -0.183468 -3.597196 2.284281 -0.07 0.05 -0.05
H 1.164056 9.558681 1.982678 -0.02 -0.02 0.09
H 4.921597 2.993630 -3.173992 -1.13 0.23 1.21
H 1.091675 7.171588 2.205657 -0.01 -0.22 0.14
H 5.518568 -5.961094 -4.548355 -0.04 0.02 -0.04
C -2.122602 -4.323670 -1.857969 -0.13 0.04 0.22
H 5.594457 -4.664520 -6.715083 -0.24 0.04 -0.12
H -3.875315 0.793968 3.737452 -0.17 0.00 0.14
C 3.248675 -4.581171 -7.883502 -0.10 0.16 -0.10
H -0.359730 8.662316 5.389140 0.03 -0.04 0.01
H -3.320066 -1.403935 2.647060 -0.03 -0.02 0.08
H 1.324326 2.063731 -2.932191 -0.33 -1.40 -0.97